Entry 1:
{
  "formula": "C12H36O12",
  "method": "ωB97M-V/def2-TZVPD",
  "symbols": ["C", "C", "O", "O", "H", "H", "H", "H", "H", "H", "C", "C", "O", "O", "H", "H", "H", "H", "H", "H", "C", "C", "O", "O", "H", "H", "H", "H", "H", "H", "C", "C", "O", "O", "H", "H", "H", "H", "H", "H", "C", "C", "O", "O", "H", "H", "H", "H", "H", "H", "C", "C", "O", "O", "H", "H", "H", "H", "H", "H"],
  "positions_angstrom": [[-0.782, -4.387, -2.366], [0.518, -5.069, -2.105], [0.617, -6.398, -1.582], [-1.127, -3.718, -1.172], [-1.596, -5.061, -2.633], [-0.684, -3.630, -3.144], [1.071, -4.364, -1.484], [0.961, -5.327, -3.067], [0.392, -7.020, -2.278], [-1.710, -4.296, -0.673], [4.099, -0.270, 0.838], [4.029, 1.055, 0.130], [4.437, 0.936, -1.203], [5.074, -0.413, 1.851], [4.220, -1.040, 0.075], [3.143, -0.491, 1.313], [4.595, 1.812, 0.671], [2.970, 1.257, -0.035], [4.829, 1.760, -1.503], [4.815, -1.090, 2.480], [-3.492, 2.805, -0.995], [-2.638, 3.164, -2.180], [-1.428, 3.724, -1.798], [-4.298, 3.799, -0.563], [-2.916, 2.397, -0.164], [-3.977, 1.849, -1.194], [-3.121, 3.856, -2.870], [-2.415, 2.392, -2.917], [-0.801, 2.999, -1.747], [-3.791, 4.613, -0.526], [2.156, 3.231, 2.946], [1.187, 2.016, 2.853], [0.391, 2.023, 1.684], [1.553, 4.449, 3.337], [2.758, 3.316, 2.042], [2.925, 3.057, 3.699], [0.559, 1.788, 3.715], [1.856, 1.183, 2.637], [-0.420, 1.542, 1.861], [0.815, 4.524, 2.727], [-0.282, -0.617, -2.005], [0.611, 0.625, -2.016], [0.230, 1.678, -1.161], [-0.046, -1.312, -0.727], [0.075, -1.181, -2.867], [-1.292, -0.260, -2.208], [0.913, 1.157, -2.918], [1.582, 0.206, -1.753], [-0.062, 1.295, -0.331], [-0.623, -2.080, -0.733], [-3.132, -1.073, 2.457], [-2.028, -1.771, 1.753], [-0.989, -0.745, 1.638], [-4.052, -0.457, 1.695], [-2.735, -0.416, 3.230], [-3.546, -1.883, 3.057], [-2.358, -2.137, 0.781], [-1.655, -2.582, 2.378], [-0.559, -0.951, 0.805], [-4.823, -0.467, 2.267]],
  "largest_force_ev_per_a": 4.1,
  "relative_energy_ev": 1.4428,
  "multiplicity": 2,
  "homo_energy_ev": [-11.855, -11.854],
  "orbital_gap_ev": [9.18, 2.48],
  "charge": 1
}

=====

Entry 2:
{
  "formula": "C12H36O16P4",
  "method": "ωB97M-V/def2-TZVPD",
  "symbols": ["C", "O", "P", "O", "O", "C", "O", "C", "H", "H", "H", "H", "H", "H", "H", "H", "H", "C", "O", "P", "O", "O", "C", "O", "C", "H", "H", "H", "H", "H", "H", "H", "H", "H", "C", "O", "P", "O", "O", "C", "O", "C", "H", "H", "H", "H", "H", "H", "H", "H", "H", "C", "O", "P", "O", "O", "C", "O", "C", "H", "H", "H", "H", "H", "H", "H", "H", "H"],
  "positions_angstrom": [[0.369, 9.143, -1.779], [0.128, 7.768, -1.604], [-0.065, 6.931, -3.043], [-0.592, 7.678, -4.232], [1.411, 6.231, -3.232], [1.311, 4.941, -3.694], [-0.993, 5.635, -2.586], [-2.401, 5.845, -2.265], [0.882, 9.387, -2.709], [0.982, 9.448, -0.931], [-0.486, 9.781, -1.560], [1.217, 4.297, -2.820], [2.217, 4.584, -4.183], [0.455, 4.703, -4.325], [-2.716, 6.887, -2.195], [-2.717, 5.420, -1.312], [-3.005, 5.273, -2.970], [-0.481, -0.904, 1.636], [0.199, 0.370, 1.799], [0.439, 1.360, 0.512], [-0.369, 0.965, -0.656], [2.025, 1.471, 0.176], [2.415, 1.607, -1.241], [0.085, 2.854, 1.071], [0.222, 3.992, 0.266], [0.433, -1.457, 1.420], [-1.171, -0.894, 0.792], [-0.938, -1.435, 2.471], [1.617, 2.061, -1.829], [2.496, 0.630, -1.717], [3.360, 2.142, -1.336], [0.658, 4.735, 0.933], [-0.749, 4.444, 0.060], [1.028, 3.958, -0.466], [2.847, -5.562, -3.102], [3.359, -4.946, -1.928], [2.256, -4.063, -1.108], [1.483, -4.840, -0.071], [1.415, -3.160, -2.261], [0.389, -2.189, -1.978], [3.216, -2.908, -0.394], [3.029, -2.580, 0.919], [3.058, -6.630, -3.156], [3.339, -5.285, -4.034], [1.804, -5.504, -3.412], [0.495, -1.766, -0.979], [-0.569, -2.617, -2.273], [0.283, -1.393, -2.715], [2.666, -1.557, 1.019], [4.019, -2.820, 1.307], [2.423, -3.193, 1.586], [-1.635, -3.061, 5.436], [-1.911, -4.436, 5.062], [-2.593, -4.659, 3.569], [-3.398, -3.494, 3.042], [-1.325, -5.085, 2.668], [-1.370, -4.901, 1.241], [-3.429, -6.068, 3.770], [-4.393, -6.060, 4.769], [-1.120, -2.578, 4.606], [-1.008, -2.996, 6.325], [-2.439, -2.406, 5.769], [-2.361, -4.700, 0.832], [-0.996, -5.837, 0.826], [-0.763, -4.043, 0.954], [-5.331, -6.458, 4.381], [-4.697, -5.244, 5.425], [-4.014, -6.815, 5.458]],
  "largest_force_ev_per_a": 4.9,
  "relative_energy_ev": 4.1181,
  "homo_energy_ev": -10.565,
  "orbital_gap_ev": 11.16,
  "charge": 0
}

=====

Entry 3:
{
  "formula": "C12H36O6",
  "method": "ωB97M-V/def2-TZVPD",
  "symbols": ["C", "C", "O", "H", "H", "H", "H", "H", "H", "C", "C", "O", "H", "H", "H", "H", "H", "H", "C", "C", "O", "H", "H", "H", "H", "H", "H", "C", "C", "O", "H", "H", "H", "H", "H", "H", "C", "C", "O", "H", "H", "H", "H", "H", "H", "C", "C", "O", "H", "H", "H", "H", "H", "H"],
  "positions_angstrom": [[-12.770, -22.007, -17.561], [-12.208, -23.281, -16.975], [-11.692, -23.062, -15.666], [-12.153, -21.110, -17.454], [-13.739, -21.686, -17.178], [-12.875, -22.147, -18.641], [-11.387, -23.636, -17.606], [-13.028, -24.006, -16.938], [-11.286, -23.883, -15.338], [-8.233, -25.766, -15.810], [-9.114, -25.200, -14.690], [-10.507, -25.486, -14.935], [-8.146, -26.851, -15.765], [-7.225, -25.346, -15.740], [-8.609, -25.479, -16.793], [-9.083, -24.117, -14.579], [-8.789, -25.680, -13.760], [-10.587, -26.443, -15.022], [-16.891, -21.062, -18.124], [-18.188, -20.686, -18.825], [-19.230, -21.602, -18.539], [-16.546, -22.061, -18.408], [-16.978, -20.970, -17.043], [-16.064, -20.434, -18.473], [-17.999, -20.631, -19.907], [-18.520, -19.693, -18.525], [-18.905, -22.496, -18.673], [-11.097, -23.132, -11.818], [-10.178, -22.451, -10.823], [-10.702, -22.604, -9.514], [-11.229, -24.176, -11.530], [-10.618, -23.153, -12.798], [-12.043, -22.601, -11.892], [-10.088, -21.382, -11.050], [-9.175, -22.892, -10.901], [-10.346, -21.942, -8.921], [-12.998, -18.787, -13.354], [-12.175, -19.953, -13.829], [-13.043, -20.932, -14.378], [-12.398, -18.034, -12.838], [-13.778, -19.071, -12.648], [-13.450, -18.292, -14.216], [-11.600, -20.395, -13.004], [-11.478, -19.648, -14.618], [-12.553, -21.646, -14.818], [-11.314, -21.833, -22.406], [-10.988, -22.854, -21.325], [-11.846, -23.971, -21.478], [-12.286, -21.408, -22.157], [-11.362, -22.306, -23.386], [-10.555, -21.051, -22.428], [-11.141, -22.338, -20.364], [-9.921, -23.108, -21.306], [-11.420, -24.737, -21.083]],
  "largest_force_ev_per_a": 1.0,
  "relative_energy_ev": 2.0231,
  "homo_energy_ev": -9.478,
  "orbital_gap_ev": 9.83,
  "charge": 0
}

=====

Entry 4:
{
  "formula": "C12H37AgO14",
  "method": "ωB97M-V/def2-TZVPD",
  "symbols": ["Ag", "O", "C", "O", "O", "H", "C", "O", "H", "H", "H", "H", "C", "O", "H", "H", "H", "H", "C", "O", "H", "H", "H", "H", "C", "C", "O", "O", "H", "H", "H", "H", "H", "H", "C", "C", "O", "O", "H", "H", "H", "H", "H", "H", "C", "C", "O", "O", "H", "H", "H", "H", "H", "H", "C", "C", "O", "O", "H", "H", "H", "H", "H", "H"],
  "positions_angstrom": [[0.553, -0.816, 3.643], [1.036, -0.367, -0.581], [0.264, -0.691, 0.421], [-0.081, -1.847, 0.472], [-0.143, 0.225, 1.194], [1.152, 0.550, -0.322], [-1.202, -5.313, 0.879], [-1.454, -4.124, 1.606], [-1.104, -5.043, -0.172], [-0.226, -5.669, 1.209], [-1.833, -6.199, 0.943], [-1.103, -3.361, 1.141], [3.480, 2.436, -1.067], [2.163, 2.671, -0.627], [4.093, 3.321, -0.894], [4.015, 1.523, -0.806], [3.255, 2.342, -2.130], [2.111, 3.469, -0.096], [4.837, -1.361, 0.176], [5.052, -1.064, 1.522], [5.353, -0.656, -0.475], [5.133, -2.391, -0.025], [3.764, -1.280, 0.003], [6.003, -1.072, 1.652], [-0.636, 5.217, 1.923], [-0.632, 3.700, 1.364], [-0.210, 2.783, 2.350], [0.663, 5.786, 1.762], [-0.733, 5.197, 3.009], [-1.461, 5.814, 1.533], [-0.003, 3.736, 0.474], [-1.629, 3.391, 1.051], [-0.255, 1.873, 2.047], [0.922, 6.333, 2.507], [-2.936, -0.770, 2.976], [-2.874, -0.435, 4.470], [-1.485, -0.113, 4.875], [-2.722, 0.333, 2.180], [-3.979, -0.997, 2.756], [-2.362, -1.644, 2.669], [-3.147, -1.362, 4.974], [-3.447, 0.407, 4.857], [-1.557, 0.835, 5.015], [-1.786, 0.532, 2.257], [-0.109, -3.243, -2.686], [-1.608, -2.866, -2.860], [-2.224, -2.192, -1.819], [0.208, -3.740, -1.432], [0.365, -2.264, -2.626], [0.393, -3.720, -3.528], [-2.081, -3.830, -3.045], [-1.615, -2.260, -3.766], [-1.629, -1.865, -1.141], [0.314, -2.956, -0.888], [-0.797, 1.183, -3.237], [-0.441, 0.869, -4.710], [-1.060, 1.889, -5.398], [-0.178, 2.355, -2.741], [-0.832, 0.348, -2.537], [-1.874, 1.347, -3.270], [-0.991, -0.024, -5.008], [0.646, 0.827, -4.774], [-1.946, 2.011, -5.049], [0.608, 2.228, -2.203]],
  "largest_force_ev_per_a": 3.2,
  "homo_energy_ev": -9.150,
  "orbital_gap_ev": 6.97,
  "charge": 0
}

=====

Entry 5:
{
  "formula": "C12H37N6O3P2Rb",
  "method": "ωB97M-V/def2-TZVPD",
  "symbols": ["Rb", "O", "H", "O", "P", "N", "C", "C", "N", "C", "C", "N", "C", "C", "H", "H", "H", "H", "H", "H", "H", "H", "H", "H", "H", "H", "H", "H", "H", "H", "H", "H", "O", "P", "N", "C", "C", "N", "C", "C", "N", "C", "C", "H", "H", "H", "H", "H", "H", "H", "H", "H", "H", "H", "H", "H", "H", "H", "H", "H", "H"],
  "positions_angstrom": [[12.174, 29.344, -12.018], [9.424, 29.208, -12.304], [8.907, 28.855, -11.554], [14.119, 28.492, -13.759], [15.285, 27.647, -13.696], [16.767, 28.525, -13.420], [16.916, 29.310, -12.206], [17.426, 29.111, -14.618], [15.571, 26.687, -15.081], [16.603, 25.699, -15.054], [14.713, 26.756, -16.281], [15.128, 26.464, -12.458], [16.350, 26.051, -11.634], [13.794, 25.857, -12.189], [17.902, 29.767, -12.125], [16.711, 28.657, -11.357], [16.165, 30.100, -12.207], [18.460, 29.409, -14.444], [16.821, 29.954, -14.954], [17.270, 28.316, -15.347], [16.634, 25.227, -16.036], [17.550, 26.190, -14.828], [16.449, 24.963, -14.265], [15.394, 27.204, -17.004], [14.389, 25.777, -16.633], [13.813, 27.331, -16.064], [17.247, 26.192, -12.238], [16.477, 26.752, -10.809], [16.268, 24.977, -11.461], [13.747, 24.876, -12.661], [13.003, 26.562, -12.444], [13.576, 25.607, -11.151], [13.788, 28.458, -9.892], [13.762, 28.376, -8.394], [14.743, 27.170, -7.716], [15.001, 27.075, -6.350], [14.935, 25.858, -8.396], [12.266, 28.051, -7.644], [11.121, 28.916, -8.024], [11.877, 26.749, -7.247], [14.295, 29.822, -7.657], [15.430, 30.409, -8.359], [13.993, 30.310, -6.285], [15.240, 26.042, -6.100], [14.099, 27.327, -5.792], [15.849, 27.701, -6.071], [14.641, 26.127, -9.410], [14.347, 25.080, -7.909], [15.966, 25.528, -8.522], [10.577, 28.329, -8.765], [10.390, 29.114, -7.240], [11.447, 29.833, -8.515], [12.556, 26.309, -6.517], [10.925, 26.824, -6.722], [11.628, 26.145, -8.120], [15.066, 30.605, -9.367], [15.688, 31.386, -7.949], [16.273, 29.719, -8.402], [12.933, 30.173, -6.071], [14.118, 31.389, -6.187], [14.500, 29.758, -5.494]],
  "largest_force_ev_per_a": 4.1,
  "relative_energy_ev": 1.8751,
  "homo_energy_ev": -5.889,
  "orbital_gap_ev": 6.09,
  "charge": 0
}

=====

Entry 6:
{
  "formula": "C12H38F3N10O14S",
  "method": "ωB97M-V/def2-TZVPD",
  "symbols": ["C", "F", "F", "F", "S", "O", "O", "O", "C", "C", "O", "O", "H", "H", "H", "H", "H", "H", "C", "C", "O", "O", "H", "H", "H", "H", "H", "H", "C", "C", "O", "O", "H", "H", "H", "H", "H", "H", "C", "O", "N", "N", "H", "H", "H", "H", "C", "O", "N", "N", "H", "H", "H", "H", "C", "O", "N", "N", "H", "H", "H", "H", "C", "O", "N", "N", "H", "H", "H", "H", "C", "O", "N", "N", "H", "H", "H", "H"],
  "positions_angstrom": [[1.256, -2.210, 0.402], [0.497, -2.950, 1.262], [2.332, -1.781, 1.011], [1.437, -3.004, -0.567], [0.273, -0.655, -0.384], [-1.003, -1.173, -0.924], [0.172, 0.338, 0.696], [1.106, -0.334, -1.553], [-2.913, -1.381, -0.375], [-2.899, 0.132, -0.848], [-3.513, 0.062, -2.162], [-4.198, -1.754, 0.084], [-2.355, -1.665, 0.517], [-2.593, -2.039, -1.183], [-1.822, 0.289, -0.786], [-3.382, 0.913, -0.260], [-4.428, 0.345, -2.105], [-4.753, -1.234, -0.502], [-2.092, 3.285, 2.323], [-2.016, 1.757, 2.497], [-1.175, 1.063, 1.576], [-2.432, 3.595, 1.040], [-1.106, 3.732, 2.450], [-2.720, 3.598, 3.157], [-2.984, 1.256, 2.505], [-1.707, 1.636, 3.535], [-0.230, 1.123, 1.735], [-2.625, 2.777, 0.577], [2.318, 1.006, 1.950], [3.643, 0.392, 2.234], [3.722, 0.120, 3.644], [1.983, 2.033, 2.898], [1.556, 0.228, 1.898], [2.343, 1.347, 0.916], [4.436, 1.120, 2.062], [3.761, -0.527, 1.660], [3.164, 0.681, 4.188], [1.713, 2.845, 2.463], [0.052, 0.564, -3.534], [-0.373, 1.135, -4.459], [0.969, -0.427, -3.653], [-0.110, 0.866, -2.303], [1.187, -0.453, -4.639], [1.319, -1.122, -3.009], [0.462, 0.425, -1.597], [-0.774, 1.569, -2.012], [0.232, 2.683, -0.489], [0.494, 3.416, -1.450], [1.150, 1.914, -0.065], [-0.921, 2.506, -0.033], [0.868, 1.103, 0.467], [1.993, 1.881, -0.619], [-1.692, 2.905, -0.550], [-1.114, 1.742, 0.598], [-0.433, -2.797, -3.325], [-0.654, -3.356, -4.327], [-1.249, -2.053, -2.658], [0.632, -2.757, -2.642], [-2.088, -2.025, -3.220], [-1.194, -1.664, -1.728], [0.768, -2.124, -1.866], [1.334, -3.332, -3.086], [-2.018, -2.007, 2.527], [-1.616, -2.191, 3.659], [-3.160, -1.482, 2.208], [-1.336, -2.321, 1.499], [-3.614, -1.001, 2.971], [-3.413, -1.280, 1.251], [-1.579, -2.284, 0.519], [-0.367, -2.049, 1.585], [4.618, 0.165, -0.404], [5.592, 0.779, -0.188], [4.591, -1.148, -0.360], [3.517, 0.702, -0.618], [5.297, -1.792, -0.032], [3.658, -1.512, -0.493], [2.688, 0.155, -0.802], [3.519, 1.703, -0.754]],
  "largest_force_ev_per_a": 18.5,
  "relative_energy_ev": 31.9472,
  "homo_energy_ev": -5.961,
  "orbital_gap_ev": 8.02,
  "charge": -1
}